Formula: C13H32N5O6V
Source: OMol25
Level of theory: wB97M-V/def2-TZVPD

```
57
Properties=species:S:1:pos:R:3
V 9.424 9.693 8.302
C 7.020 12.314 9.920
C 8.492 12.372 9.383
C 9.105 13.662 9.999
O 9.233 11.201 9.645
H 6.477 11.525 9.360
H 6.589 13.312 9.782
H 6.956 12.119 10.983
H 8.329 12.624 8.351
H 10.124 13.792 9.601
H 9.101 13.673 11.099
H 8.395 14.468 9.795
O 11.059 9.006 9.534
C 11.530 9.338 10.675
N 12.785 8.971 11.083
C 10.758 10.046 11.774
H 13.309 8.360 10.518
H 13.235 9.270 11.927
H 10.472 11.068 11.492
H 11.449 10.175 12.593
H 9.885 9.440 11.992
O 7.772 10.239 7.144
C 7.524 10.537 5.964
N 8.500 10.504 5.061
C 6.219 11.079 5.479
H 9.430 10.279 5.425
H 8.340 10.678 4.060
H 5.396 10.523 5.860
H 6.219 11.057 4.416
H 6.170 12.106 5.834
O 7.877 8.096 8.828
C 6.882 8.305 9.502
N 5.650 8.332 8.974
C 6.889 8.644 10.976
H 4.789 8.538 9.482
H 5.713 8.484 7.981
H 7.931 8.737 11.395
H 6.423 7.849 11.602
H 6.358 9.540 11.085
O 9.933 8.274 6.784
C 9.788 7.073 6.677
N 9.574 6.484 5.480
C 9.714 6.013 7.780
H 9.641 5.521 5.261
H 9.601 7.100 4.677
H 9.857 6.462 8.791
H 10.413 5.193 7.610
H 8.700 5.654 7.816
O 10.806 10.706 7.021
C 11.770 11.471 7.265
N 12.701 11.676 6.279
C 12.065 12.138 8.654
H 12.435 11.419 5.353
H 13.474 12.349 6.400
H 11.290 11.760 9.304
H 12.141 13.251 8.676
H 13.040 11.709 9.046
```

The expectation value of S² is 3.755. The calculation puts the HOMO-LUMO gap (spin up / spin down) at 6.7 / 8.3 eV. The net charge is +1. For the HOMO energy (spin up / spin down), the calculation gives -8.64 / -10.31 eV. As for the lowest unoccupied orbital energy (spin up / spin down): -1.96 / -1.96 eV. As for the multiplicity: 4.

=====

Formula: C13H33F3O11P
Source: OMol25
Level of theory: wB97M-V/def2-TZVPD

```
61
Properties=species:S:1:pos:R:3
C -2.935 1.737 -1.188
C -3.276 0.220 -1.645
O -2.034 -0.558 -1.407
C -1.212 -0.314 -2.541
O -1.472 -0.944 -3.596
C 0.061 0.661 -2.569
C 1.372 -0.275 -2.535
C 2.511 0.182 -1.502
P 1.891 0.696 0.203
C 2.714 2.392 0.575
C 1.666 3.599 0.379
C 1.431 4.044 -1.134
F 1.839 5.393 -1.298
F 2.139 3.287 -2.098
F 0.041 4.014 -1.475
C 2.475 -0.456 1.609
C 1.762 -1.882 1.299
O 2.447 -2.829 0.873
O 0.358 -2.051 1.468
C -0.032 -1.996 2.853
C 0.924 -2.367 4.076
O -1.203 -1.629 3.117
H -3.865 2.243 -0.751
H -2.104 1.775 -0.385
H -2.524 2.280 -2.104
H -3.616 0.146 -2.735
H -4.094 -0.203 -0.957
H 0.034 1.492 -1.789
H 0.021 1.189 -3.595
H 1.846 -0.207 -3.587
H 1.039 -1.366 -2.424
H 3.198 0.989 -1.933
H 3.192 -0.741 -1.335
H 0.474 0.926 0.268
H 3.580 2.513 -0.179
H 3.157 2.346 1.633
H 2.068 4.525 0.932
H 0.689 3.270 0.901
H 3.616 -0.582 1.554
H 2.153 -0.047 2.640
H 0.265 -2.732 4.945
H 1.455 -1.396 4.410
H 1.713 -3.148 3.771
O 1.044 -5.503 3.611
H 0.866 -6.410 3.887
H 1.515 -5.603 2.777
O 3.374 4.146 3.371
H 2.786 4.911 3.347
H 4.259 4.531 3.365
O -5.610 1.995 0.342
H -5.990 1.175 0.684
H -5.700 2.618 1.075
O -7.238 1.730 -2.188
H -8.112 2.118 -2.064
H -6.770 1.938 -1.367
O -1.087 -2.124 -6.225
H -1.480 -2.941 -5.897
H -1.179 -1.507 -5.486
O 1.756 -8.088 2.860
H 1.577 -8.995 3.137
H 2.228 -8.188 2.024
```

The calculation puts the HOMO-LUMO gap at 9.0 eV. For the energy above the lowest of the compared OMol25 structures with the same formula, charge and spin, the calculation gives 389.7 kJ/mol. The net charge is +1. For the HOMO energy, the calculation gives -12.42 eV. As for the lowest unoccupied orbital energy: -3.45 eV. As for the multiplicity: 1.

=====

Formula: C13H33N2O8P
Source: OMol25
Level of theory: wB97M-V/def2-TZVPD

```
57
Properties=species:S:1:pos:R:3
C 3.802 -2.751 0.420
C 4.309 -1.813 1.550
C 3.931 -0.340 1.418
O 3.727 0.268 2.388
O 3.877 0.312 0.206
C 2.629 0.175 -0.487
C 1.414 -0.029 0.416
O 0.182 0.132 -0.375
P -1.008 -0.728 0.333
O -2.255 -0.108 -0.009
O -0.887 -0.654 1.953
O -1.016 -2.249 -0.187
H 2.849 -2.454 -0.022
H 3.705 -3.764 0.825
H 4.563 -2.787 -0.367
H 5.394 -1.940 1.634
H 3.890 -2.148 2.502
H 2.437 1.076 -1.082
H 2.740 -0.634 -1.222
H 1.416 -1.072 0.779
H 1.359 0.691 1.235
H -0.243 -1.323 2.242
H -0.120 -2.602 -0.317
C -6.137 0.694 5.248
O -4.818 0.701 4.735
C -4.082 -0.486 4.965
C -4.369 -1.623 3.969
C -5.692 -2.340 4.227
N -4.348 -1.153 2.582
H -6.209 0.133 6.184
H -6.836 0.291 4.512
H -6.424 1.729 5.441
H -3.032 -0.202 4.856
H -4.210 -0.822 6.003
H -3.571 -2.364 4.087
H -6.551 -1.760 3.891
H -5.717 -3.287 3.687
H -5.821 -2.561 5.290
H -3.428 -0.766 2.381
H -4.965 -0.346 2.527
C 1.422 0.590 -4.485
O 2.557 1.279 -3.989
C 3.406 1.822 -4.985
C 2.943 3.173 -5.557
C 1.787 3.053 -6.545
N 2.565 4.113 -4.497
H 1.638 0.067 -5.421
H 0.583 1.275 -4.621
H 1.125 -0.146 -3.736
H 4.369 1.980 -4.491
H 3.581 1.088 -5.783
H 3.792 3.599 -6.101
H 0.832 2.879 -6.049
H 1.684 3.977 -7.116
H 1.958 2.242 -7.256
H 3.370 4.273 -3.896
H 1.900 3.638 -3.891
```

The calculation puts the HOMO-LUMO gap at 8.5 eV. The net charge is 0. For the HOMO energy, the calculation gives -8.77 eV. As for the lowest unoccupied orbital energy: -0.27 eV. The SMILES is CCC(=O)OCCOP(=O)(O)O.COC[C@@H](C)N.COC[C@@H](C)N. As for the multiplicity: 1.

=====

Formula: C13H33N3O13PS2V
Source: OMol25
Level of theory: wB97M-V/def2-TZVPD

```
66
Properties=species:S:1:pos:R:3
O 0.772 1.780 0.008
V -0.281 1.728 -1.197
O -3.710 2.248 -3.978
C -2.506 1.795 -3.624
O -1.819 1.280 -4.445
O -1.995 1.904 -2.492
H -3.572 2.034 -4.903
O 3.135 2.272 -3.755
C 1.844 2.041 -3.719
O 1.273 1.673 -4.760
O 1.286 2.080 -2.655
H 3.289 2.289 -2.807
O 0.631 -2.520 -1.880
C 0.237 -1.311 -2.187
O -0.237 -0.557 -1.289
O 0.308 -0.901 -3.354
H 0.402 -2.390 -0.957
O 1.388 -4.056 3.569
P 1.689 -3.288 2.342
N 3.064 -3.853 1.496
C 3.406 -3.468 0.109
C 4.094 -4.622 2.244
N 2.120 -1.692 2.581
C 3.141 -1.416 3.608
C 1.941 -0.712 1.485
N 0.296 -3.307 1.279
C -0.986 -2.544 1.463
C 0.015 -4.459 0.449
H 3.815 -4.323 -0.429
H 4.168 -2.692 0.179
H 2.598 -3.028 -0.474
H 3.818 -4.801 3.283
H 5.060 -4.125 2.156
H 4.155 -5.571 1.710
H 2.983 -2.055 4.476
H 4.120 -1.620 3.174
H 3.060 -0.388 3.962
H 0.904 -0.459 1.267
H 2.471 0.150 1.891
H 2.506 -0.865 0.565
H -1.832 -3.101 1.867
H -0.721 -1.729 2.136
H -1.358 -2.197 0.500
H 0.959 -4.877 0.100
H -0.553 -4.194 -0.443
H -0.564 -5.203 0.997
C -2.885 5.433 -1.317
S -1.665 4.828 -0.055
O -0.618 3.980 -0.733
C -0.801 6.495 0.037
H -2.504 5.938 -2.205
H -3.627 6.047 -0.807
H -3.520 4.620 -1.670
H -1.437 7.249 0.501
H -0.673 6.930 -0.954
H 0.161 6.417 0.543
C -3.431 -0.106 1.392
S -3.001 1.682 1.155
O -1.699 1.509 0.366
C -4.410 2.241 0.082
H -4.518 -0.070 1.459
H -3.028 -0.614 2.268
H -3.179 -0.757 0.555
H -4.200 3.296 -0.095
H -5.280 2.329 0.732
H -4.499 1.604 -0.798
```

The expectation value of S² is 0.786. The calculation puts the HOMO-LUMO gap (spin up / spin down) at 5.7 / 5.7 eV. For the energy above the lowest of the compared OMol25 structures with the same formula, charge and spin, the calculation gives 464.9 kJ/mol. The net charge is -1. For the HOMO energy (spin up / spin down), the calculation gives -4.22 / -4.21 eV. As for the lowest unoccupied orbital energy (spin up / spin down): 1.52 / 1.51 eV. As for the multiplicity: 2.

=====

Formula: C13H34IN6OSi2Ti
Source: OMol25
Level of theory: wB97M-V/def2-TZVPD

```
58
Properties=species:S:1:pos:R:3
Ti -0.587 0.373 -0.406
C 2.373 1.783 3.086
N 2.822 0.688 2.221
C 4.173 0.150 2.405
C 1.983 0.208 1.305
N 0.755 0.648 1.136
N 2.486 -0.810 0.512
C 1.916 -1.426 -0.580
N 2.681 -2.374 -1.138
N 0.738 -1.105 -1.026
H 3.202 2.095 3.711
H 1.557 1.462 3.737
H 2.061 2.641 2.489
H 4.657 0.699 3.204
H 4.783 0.284 1.509
H 4.146 -0.903 2.696
H 0.551 1.386 1.799
H 3.428 -1.093 0.723
H 3.585 -2.630 -0.779
H 2.368 -2.858 -1.963
H 0.486 -1.662 -1.836
N -3.989 -2.149 -0.058
C -2.961 -1.517 0.463
O -2.286 -0.722 -0.241
C -2.624 -1.745 1.904
I -0.841 -2.901 2.033
H -4.224 -2.006 -1.030
H -4.562 -2.773 0.487
H -3.405 -2.275 2.439
H -2.425 -0.791 2.383
C -2.761 2.464 0.204
Si -1.348 3.295 -0.732
C -0.201 4.031 0.558
C -1.992 4.647 -1.832
C -0.491 1.898 -1.687
Si 1.069 2.246 -2.694
C 2.569 2.362 -1.570
C 0.942 3.827 -3.674
C 1.333 0.824 -3.889
H -3.303 3.209 0.791
H -2.421 1.720 0.944
H -3.478 1.972 -0.455
H -0.617 4.983 0.898
H 0.801 4.236 0.178
H -0.109 3.404 1.450
H -2.620 5.324 -1.247
H -2.592 4.266 -2.660
H -1.175 5.234 -2.250
H -1.264 1.526 -2.395
H 2.521 3.213 -0.888
H 3.464 2.491 -2.184
H 2.716 1.459 -0.972
H 0.986 4.716 -3.042
H 0.025 3.877 -4.264
H 1.784 3.883 -4.368
H 1.735 -0.065 -3.397
H 2.048 1.113 -4.661
H 0.409 0.543 -4.400
```

The expectation value of S² is 0.755. The calculation puts the HOMO-LUMO gap (spin up / spin down) at 8.2 / 8.5 eV. For the energy above the lowest of the compared OMol25 structures with the same formula, charge and spin, the calculation gives 15.0 kJ/mol. The net charge is +2. For the HOMO energy (spin up / spin down), the calculation gives -14.19 / -14.42 eV. As for the lowest unoccupied orbital energy (spin up / spin down): -5.96 / -5.92 eV. As for the multiplicity: 2.

=====

Formula: C13H34N2O5Sr
Source: OMol25
Level of theory: wB97M-V/def2-TZVPD

```
55
Properties=species:S:1:pos:R:3
Sr 0.772 -0.408 0.603
C -2.346 -1.890 3.497
O -2.616 -1.459 2.156
C -4.042 -1.418 1.915
C -4.397 -1.345 0.422
N -3.617 -0.182 -0.087
C -3.948 0.034 -1.512
C -2.835 0.872 -2.272
O -1.633 0.136 -2.413
C -1.610 -1.010 -3.253
H -1.307 -2.209 3.426
H -3.063 -2.601 3.908
H -2.245 -1.075 4.214
H -4.517 -0.640 2.512
H -4.379 -2.387 2.284
H -5.411 -0.974 0.571
H -4.404 -2.289 -0.122
H -4.044 0.618 0.358
H -4.903 0.559 -1.478
H -4.087 -0.830 -2.162
H -2.700 1.834 -1.777
H -3.246 1.093 -3.258
H -1.936 -0.712 -4.250
H -2.227 -1.794 -2.814
H -0.612 -1.416 -3.414
C 4.404 -1.000 -1.508
O 3.856 0.210 -1.028
C 4.645 1.372 -1.465
C 3.767 2.687 -1.420
N 3.372 2.823 -0.003
C 2.561 4.026 0.203
C 2.128 4.144 1.640
O 1.303 3.105 1.958
C 0.633 3.296 3.224
H 5.485 -1.123 -1.448
H 3.876 -1.300 -2.413
H 4.240 -1.772 -0.757
H 4.950 1.236 -2.503
H 5.544 1.337 -0.850
H 2.878 2.542 -2.034
H 4.131 3.683 -1.670
H 4.211 2.856 0.559
H 1.736 4.091 -0.507
H 3.305 4.775 -0.069
H 1.652 5.094 1.882
H 3.025 4.037 2.250
H 1.198 3.680 4.074
H 0.187 2.318 3.400
H -0.140 4.014 2.948
C 0.484 -6.257 0.114
O 0.258 -5.265 -0.851
H -0.107 -7.123 -0.181
H 1.546 -6.502 0.127
H 0.016 -5.695 0.923
H 0.207 -5.793 -1.651
```

The calculation puts the HOMO-LUMO gap at 5.9 eV. For the energy above the lowest of the compared OMol25 structures with the same formula, charge and spin, the calculation gives 792.3 kJ/mol. The net charge is +2. For the HOMO energy, the calculation gives -14.20 eV. As for the lowest unoccupied orbital energy: -8.29 eV. As for the multiplicity: 1.

=====

Formula: C13H35F2N6NiO16S2
Source: OMol25
Level of theory: wB97M-V/def2-TZVPD

```
75
Properties=species:S:1:pos:R:3
Ni 0.020 0.575 3.011
N 1.300 0.626 1.527
S 1.730 1.308 0.128
O 1.488 0.554 -1.065
O 2.880 2.155 0.289
F 0.586 2.425 0.230
S 2.639 -0.419 1.404
O 3.953 0.028 1.726
O 2.477 -1.454 0.439
F 2.157 -1.238 2.748
C -3.727 0.283 0.623
N -2.442 0.945 0.956
O -1.668 0.290 1.655
O -2.168 2.049 0.577
H -4.645 0.799 0.889
H -3.672 -0.680 1.124
H -3.658 0.090 -0.446
C 6.321 1.372 0.116
N 7.702 1.058 -0.350
O 8.098 -0.018 0.065
O 8.290 1.754 -1.139
H 6.106 2.424 -0.059
H 6.198 0.988 1.119
H 5.608 0.890 -0.553
C 2.453 -2.934 -2.674
N 3.742 -2.574 -3.356
O 3.957 -1.385 -3.545
O 4.373 -3.472 -3.858
H 2.280 -2.249 -1.848
H 2.531 -3.921 -2.226
H 1.766 -2.841 -3.511
C -1.779 4.441 -1.786
N -0.843 3.809 -2.777
O 0.321 3.738 -2.434
O -1.320 3.439 -3.823
H -2.400 5.178 -2.292
H -1.206 4.825 -0.951
H -2.479 3.642 -1.545
C -0.824 -0.198 -3.471
N -1.591 -0.022 -2.194
O -2.457 0.824 -2.194
O -1.409 -0.848 -1.308
H -1.124 -1.100 -4.006
H 0.194 -0.411 -3.148
H -0.954 0.631 -4.159
C -0.476 -3.895 0.206
C -0.463 -4.764 -1.044
O -1.716 -5.391 -1.205
C -2.733 -4.502 -1.655
C -2.604 -3.837 -3.022
H -1.229 -3.133 0.007
H -0.879 -4.571 0.964
H 0.470 -3.522 0.594
H -0.035 -4.328 -1.951
H 0.312 -5.501 -0.809
H -3.751 -4.894 -1.652
H -2.773 -3.728 -0.881
H -3.483 -3.191 -3.070
H -2.706 -4.542 -3.848
H -1.661 -3.311 -3.163
C -0.224 4.074 4.565
C -0.669 3.316 3.318
O -1.218 1.999 3.662
C -2.575 2.027 4.092
C -3.054 0.669 4.556
H 0.200 3.445 5.349
H 0.382 4.938 4.305
H -1.113 4.422 5.098
H -1.392 3.809 2.667
H 0.150 3.134 2.615
H -2.748 2.720 4.914
H -3.238 2.285 3.263
H -2.518 0.295 5.436
H -3.008 -0.093 3.779
H -4.050 0.694 5.000
```

The expectation value of S² is 2.004. The calculation puts the HOMO-LUMO gap (spin up / spin down) at 6.5 / 4.6 eV. The net charge is +1. For the HOMO energy (spin up / spin down), the calculation gives -11.92 / -11.92 eV. As for the lowest unoccupied orbital energy (spin up / spin down): -5.47 / -7.31 eV. As for the multiplicity: 3.

=====

Formula: C13H35N2NbO2S2
Source: OMol25
Level of theory: wB97M-V/def2-TZVPD

```
55
Properties=species:S:1:pos:R:3
O 5.671 9.662 0.209
C 4.655 9.019 -0.094
O 3.544 9.446 -0.301
Nb 5.114 6.837 -0.399
S 7.543 7.143 -0.998
S 5.236 4.272 -0.255
H 5.538 6.778 1.402
H 3.350 6.580 -0.013
H 4.597 6.733 -2.174
H 7.705 6.904 -2.304
H 5.729 4.047 0.967
C 1.825 3.199 0.221
C 0.878 2.063 0.580
N 1.184 0.834 -0.132
C 0.148 -0.168 -0.038
C -0.175 -0.756 1.344
C 2.549 0.361 0.011
C 3.076 0.095 1.428
H 1.865 3.352 -0.856
H 1.487 4.129 0.677
H 2.838 3.020 0.573
H -0.142 2.362 0.315
H 0.887 1.927 1.675
H 0.392 -0.989 -0.722
H -0.772 0.274 -0.439
H 0.602 -1.437 1.688
H -1.105 -1.330 1.289
H -0.316 0.020 2.097
H 3.208 1.095 -0.457
H 2.667 -0.545 -0.592
H 2.843 0.912 2.110
H 4.163 0.000 1.398
H 2.683 -0.832 1.849
C -5.814 -5.764 -1.471
C -4.358 -5.358 -1.291
N -4.183 -3.930 -1.142
C -2.803 -3.497 -1.280
C -1.787 -3.988 -0.242
C -4.936 -3.313 -0.067
C -4.725 -3.842 1.358
H -6.272 -5.208 -2.289
H -5.873 -6.827 -1.710
H -6.401 -5.599 -0.567
H -3.808 -5.673 -2.182
H -3.934 -5.926 -0.447
H -2.782 -2.405 -1.308
H -2.458 -3.813 -2.270
H -1.915 -3.491 0.717
H -0.777 -3.758 -0.586
H -1.841 -5.066 -0.089
H -6.000 -3.402 -0.306
H -4.740 -2.239 -0.083
H -4.756 -4.932 1.402
H -5.521 -3.470 2.006
H -3.782 -3.507 1.786
```

The calculation puts the HOMO-LUMO gap at 3.0 eV. For the energy above the lowest of the compared OMol25 structures with the same formula, charge and spin, the calculation gives 0.0 kJ/mol. The net charge is -2. For the HOMO energy, the calculation gives 0.00 eV. As for the lowest unoccupied orbital energy: 3.02 eV. As for the multiplicity: 1.

=====

no.,M (g mol⁻¹),E_tot (Eh)
1,405.37,-2183.763785
2,453.36,-1983.370024
3,376.39,-1567.939569
4,585.47,-3739.358048
5,521.40,-2645.358332
6,386.04,-1031.394125
7,692.27,-4552.188411
8,408.47,-1629.485559